{"formula": "C6H6O", "method": "ωB97M-V/def2-TZVPD", "smiles": "C#CC[C@H](O)C#C", "e_homo_ev": -9.91, "orbital_gap_ev": 10.59, "relative_energy_kj_mol": 417.5, "elements": ["O", "C", "C", "C", "C", "C", "C", "H", "H", "H", "H", "H", "H"], "coordinates": [[-1.493453, 0.611754, 0.589106], [-0.667373, 0.066936, -0.404928], [0.697417, 0.755938, -0.388975], [1.303300, 0.938978, 0.928474], [1.834072, 1.167980, 1.984630], [-0.646356, -1.405061, -0.458236], [-0.867143, -2.441172, -1.030348], [-2.149573, -0.045227, 0.837163], [-1.076280, 0.269802, -1.403204], [0.541764, 1.740425, -0.842347], [1.372955, 0.197282, -1.047847], [2.297043, 1.371708, 2.925196], [-1.146372, -3.229342, -1.688682]], "forces_ev_per_a": [[0.0, 0.0, 0.2], [0.1, 0.0, -0.3], [0.1, 0.1, 0.0], [0.3, 0.1, 0.5], [-0.2, -0.2, -0.4], [-0.3, -0.3, -0.7], [0.0, 0.3, 0.1], [-0.1, 0.0, 0.0], [-0.1, 0.3, 0.1], [0.1, 0.0, 0.1], [-0.1, 0.1, 0.1], [-0.1, -0.1, -0.2], [0.2, -0.4, 0.4]]}